[1]
{
  "formula": "C9H26O4",
  "method": "wB97M-V/def2-TZVPD",
  "charge": 1,
  "orbital_gap_ev": [10.0, 3.1],
  "de_lowest_kcal_mol": 8.3,
  "multiplicity": 2,
  "s2": 0.755,
  "e_homo_ev": [-12.69, -12.69],
  "elements": ["H", "H", "C", "H", "H", "H", "H", "H", "H", "O", "H", "C", "H", "C", "O", "C", "H", "H", "C", "H", "H", "H", "C", "C", "H", "O", "O", "H", "H", "H", "H", "H", "H", "H", "C", "H", "H", "C", "H"],
  "positions_angstrom": [[11.42643, 1.22497, 9.22339], [18.49882, 1.63107, 4.76875], [16.56004, 1.09766, 5.38401], [8.54787, 1.77214, 6.53159], [15.60549, 3.81105, 8.20069], [16.56687, 1.31912, 3.22619], [12.90241, 5.96554, 7.87005], [12.84886, 3.94765, 9.29082], [16.79259, -0.34921, 3.72154], [10.10088, 3.43924, 9.08230], [12.72983, 2.10634, 6.17517], [13.46813, 3.87304, 8.39693], [16.85083, 0.23044, 5.97686], [10.78854, 1.30698, 8.34336], [15.39888, 1.76056, 5.81993], [8.93359, 2.61238, 7.10893], [15.24784, 1.65215, 6.76176], [11.96504, 4.75550, 7.01012], [17.71118, 2.11228, 5.34855], [17.31805, 2.94681, 4.76795], [15.15822, 4.90111, 9.42042], [18.12096, 2.28947, 6.34292], [16.27906, 0.57885, 3.97269], [9.57256, 2.23558, 8.54221], [13.48183, 1.88977, 4.87922], [12.60032, 2.01290, 5.23139], [13.53760, 2.67454, 7.85193], [8.90222, 1.72723, 9.23527], [10.92868, 3.64996, 8.64418], [13.58598, 4.99814, 6.59547], [15.21408, 0.38271, 3.84838], [13.99669, 2.08280, 8.45250], [14.97658, 3.13023, 9.76449], [9.74106, 2.99662, 6.48568], [14.89510, 3.92211, 9.01990], [10.47797, 0.29018, 8.10301], [11.42164, 1.60399, 7.50725], [12.93430, 4.95289, 7.46803], [8.22699, 3.42101, 7.29586]]
}

[2]
{
  "formula": "C9H27AlClI2P3",
  "method": "wB97M-V/def2-TZVPD",
  "charge": 2,
  "orbital_gap_ev": 6.1,
  "de_lowest_kcal_mol": 41.2,
  "e_homo_ev": -14.58,
  "elements": ["H", "C", "I", "C", "H", "H", "H", "H", "H", "H", "H", "H", "C", "H", "H", "C", "C", "P", "H", "H", "I", "H", "H", "Cl", "P", "H", "H", "C", "H", "H", "P", "C", "C", "H", "H", "H", "H", "H", "Al", "C", "H", "H", "H"],
  "positions_angstrom": [[-1.53579, 1.27325, 4.90476], [-2.65339, 0.00309, 0.03366], [0.24063, -1.79122, 0.99039], [-1.34294, 1.50444, 3.84830], [-4.15372, 0.96852, -2.58182], [4.66122, 0.00015, -0.61552], [-0.78561, 2.44249, 3.75644], [-2.21691, -0.87693, 0.53529], [1.75663, -0.78183, 3.10238], [2.68499, 1.46400, -3.55411], [-3.05260, 2.19252, -1.85054], [3.48227, 0.91365, 0.36089], [-3.10272, -1.49307, -2.37282], [-2.22224, 0.92177, 0.46543], [1.75700, 0.98124, 3.02333], [-3.10902, 1.30379, -2.49218], [1.26638, 0.11925, 3.50066], [-2.16238, -0.06359, -1.72551], [-3.03785, -2.32437, -1.65962], [1.40686, 0.16831, 4.59441], [0.23892, 1.86365, 0.86466], [-2.68196, -1.78544, -3.34143], [4.27867, -1.23107, -2.72632], [0.21494, -0.17749, -4.60438], [2.42498, -0.04853, -1.64222], [-3.75436, 0.00072, 0.08188], [3.16733, 2.23748, -2.02206], [-1.34103, -1.24855, 3.94237], [-1.54014, -0.94417, 4.97869], [3.49287, -0.85524, 0.42517], [-0.48140, 0.09635, 2.94550], [3.22956, -1.46883, -2.49739], [3.21003, 1.30998, -2.60627], [-0.77962, -2.18812, 3.91870], [3.19879, -2.34835, -1.84272], [-2.31311, -1.43875, 3.47584], [-2.31824, 1.65909, 3.37512], [4.26225, 1.06846, -2.81601], [0.11895, -0.07754, -2.53674], [3.62068, 0.00737, -0.24170], [-4.14949, -1.17260, -2.48430], [-2.68612, 1.51874, -3.48061], [2.70669, -1.70262, -3.42961]]
}

[3]
{
  "formula": "C9H27ClI2OP3Pt",
  "method": "wB97M-V/def2-TZVPD",
  "charge": 3,
  "orbital_gap_ev": [6.8, 4.9],
  "de_lowest_kcal_mol": 13.4,
  "multiplicity": 5,
  "s2": 6.033,
  "e_homo_ev": [-18.41, -19.00],
  "elements": ["P", "H", "H", "C", "C", "Pt", "H", "H", "H", "C", "H", "H", "H", "C", "C", "H", "H", "H", "H", "H", "H", "H", "P", "I", "H", "C", "H", "C", "O", "H", "I", "C", "P", "H", "H", "H", "H", "C", "H", "H", "Cl", "H", "H", "H"],
  "positions_angstrom": [[2.31636, 0.11007, -0.88484], [2.80888, 2.42498, -1.35038], [-3.95751, -1.37481, -1.59837], [-2.87133, -1.48302, -1.46362], [-0.25613, 1.23049, 6.12422], [0.06035, 0.32177, -1.51826], [2.56765, 1.47706, -2.85550], [4.05259, 0.59252, 0.75391], [-3.77001, 0.65434, 0.89637], [-2.97371, 1.45768, -1.73318], [2.92125, -0.69683, 1.33953], [-2.11530, 0.80669, 1.49293], [-1.17792, 1.19906, 6.72318], [1.39231, -0.68414, 4.65302], [3.02430, 1.46997, -1.85292], [2.10453, -0.01018, 4.17261], [1.73912, -0.88569, 5.67734], [-4.05945, 1.29548, -1.76405], [-2.39302, -1.74067, -2.41641], [-2.66704, -2.27645, -0.72982], [-2.80538, -0.80520, 1.32648], [2.43734, 1.00965, 1.38591], [-0.24017, 0.10228, 4.70811], [0.04414, -1.60582, 1.17324], [-2.44587, -0.93451, 4.46431], [3.00523, 0.26127, 0.81375], [0.58253, 1.10425, 6.82419], [-2.77965, 0.19051, 0.88033], [-0.48626, 0.93421, 3.47379], [-0.15714, 2.23302, 5.68218], [0.12706, 1.91618, 0.73486], [2.96700, -1.46868, -1.51354], [-2.19113, 0.08471, -0.85048], [4.11476, 1.33122, -1.92140], [-1.12762, -2.10692, 4.26832], [2.75094, -2.25949, -0.77555], [4.05601, -1.37270, -1.65702], [-1.46272, -1.23176, 4.84806], [-2.56334, 1.51997, -2.74707], [2.46459, -1.70658, -2.46422], [-0.03938, -0.32288, -3.69106], [-2.77064, 2.39556, -1.20209], [1.33848, -1.62120, 4.08505], [-1.56476, -1.53552, 5.89309]]
}

[4]
{
  "formula": "C9H27F2KNO16P3S2",
  "method": "wB97M-V/def2-TZVPD",
  "charge": 1,
  "orbital_gap_ev": [8.9, 4.4],
  "multiplicity": 2,
  "s2": 0.763,
  "e_homo_ev": [-13.52, -13.52],
  "elements": ["H", "H", "F", "H", "P", "H", "C", "F", "S", "O", "H", "O", "O", "H", "O", "O", "P", "C", "S", "C", "C", "C", "O", "O", "O", "H", "O", "H", "C", "H", "O", "O", "P", "H", "H", "H", "H", "O", "H", "H", "H", "H", "C", "O", "O", "H", "K", "H", "O", "H", "C", "H", "H", "H", "O", "H", "H", "N", "H", "H", "C"],
  "positions_angstrom": [[-4.48124, -2.44548, -0.60857], [-5.74491, -2.62008, 0.46999], [0.24555, -3.77309, -3.34025], [0.16557, -0.00229, 3.13663], [0.52049, 2.48973, 1.48011], [-6.60348, 1.52738, -1.20488], [-5.39047, -1.93139, -0.29693], [0.74946, 0.78357, -2.47267], [1.38101, -0.33338, -3.47011], [2.39036, -3.06765, -4.17395], [2.10051, -3.39443, 4.39869], [3.88312, -3.83708, 0.23829], [-2.85774, -0.14774, -1.02119], [-3.31692, 3.39815, 0.61663], [-5.06280, 0.36000, -2.11503], [1.67787, -2.53282, 0.58405], [-4.26623, 0.29815, -0.73224], [2.56386, -2.68371, 3.71437], [1.07010, -2.51231, -4.06480], [3.02839, 2.96662, 0.76382], [0.86693, 0.78118, 3.42364], [-6.27975, 1.07897, -2.14415], [3.92739, -1.39951, 1.27607], [1.93154, 3.30266, 1.55214], [0.26665, 2.00050, 2.98500], [1.74603, -1.98040, 3.55753], [-4.49794, 1.75463, -0.00206], [-6.17542, 1.85490, -2.90254], [-0.82015, 4.61866, 2.24774], [-7.09725, 0.44222, -2.48228], [-5.14888, -0.61270, 0.26926], [2.77478, -0.24263, -3.06496], [3.03364, -2.72742, 1.11840], [4.67337, -3.83603, -1.67477], [2.82118, 2.15473, 0.06668], [4.23241, 0.34989, 0.28590], [0.13035, 4.91575, 2.69089], [0.35100, -2.27818, -5.31580], [-1.46982, 4.14471, 2.98354], [-4.17095, 3.60118, -0.86523], [1.80082, 0.50422, 2.93452], [-1.27032, 5.46980, 1.73685], [3.70448, -3.90553, -1.18028], [-0.61485, 3.62672, 1.30567], [3.02664, -3.35563, 2.61008], [0.88989, 0.84969, 4.51124], [-0.41643, -1.00947, -0.44716], [-2.75354, 2.53251, -0.76930], [0.38162, 1.38870, 0.49880], [3.14680, -4.77573, -1.52648], [4.30425, -0.71396, 0.05974], [3.46313, 3.88147, 0.36115], [3.77765, 2.49781, 1.40173], [-6.09353, -2.05706, -1.12034], [0.90923, 0.25083, -4.75134], [3.25394, -3.00477, -1.59710], [3.41383, -2.21721, 4.21239], [0.59146, -1.45419, -2.90719], [5.34651, -0.91619, -0.18704], [3.65378, -0.90740, -0.79324], [-3.66320, 2.85036, -0.25980]]
}